1.
ORCA calculation (wB97M-V/def2-TZVPD) on 2 unconnected molecules or ions with the total composition C2H4NO2S.

Last column: natural (NBO) charge in e.
CARTESIAN COORDINATES (ANGSTROEM)
C -0.027 -1.774 1.257  0.25
C 0.423 -0.819 -1.061  -0.45
N 0.341 -1.338 0.256  -0.50
O -2.772 -0.334 -1.346  -1.09
O -1.888 0.875 0.647  -1.06
S -3.050 0.299 -0.019  1.36
H -3.395 -0.984 0.837  -0.19
H 0.828 -1.563 -1.747  0.19
H 0.788 0.092 -1.161  0.21
H -0.550 -0.598 -1.410  0.28

As for the molar mass: 106.13 g mol⁻¹. Its HOMO energy is -2.929 eV. As for the charge: -1. The LUMO energy comes out at 4.04 eV.

2.
ORCA calculation (wB97M-V/def2-TZVPD) on 2 unconnected molecules or ions with the total composition C2H4NO2S.

Last column: natural (NBO) charge in e.
CARTESIAN COORDINATES (ANGSTROEM)
C -2.210 -0.529 -0.352  0.43
C 1.264 -0.099 0.544  -0.45
N 0.936 0.940 -0.522  -0.31
O -1.811 -1.314 -1.143  -0.54
O -0.269 1.412 -0.439  -0.69
S -3.196 -0.081 0.826  -0.19
H 0.546 -0.801 0.719  0.16
H 2.208 -0.549 0.266  0.16
H 1.298 0.395 1.523  0.17
H 1.233 0.627 -1.422  0.27

As for the molar mass: 106.13 g mol⁻¹. Its HOMO energy (alpha / beta) is -0.981 / -1.799 eV. As for the charge: -1. The LUMO energy (alpha / beta) comes out at 3.45 / 3.37 eV.

3.
ORCA calculation (wB97M-V/def2-TZVPD) on a gas-phase ion, C2H4NO2S (charge +1).

Last column: natural (NBO) charge in e.
CARTESIAN COORDINATES (ANGSTROEM)
C -0.183 -0.661 0.738  -0.34
C 0.427 -0.389 -0.641  -0.66
N -0.825 0.606 1.024  0.17
O -1.317 0.989 2.027  -0.08
O 0.137 1.574 -2.338  -0.66
S 0.294 1.444 -0.931  1.42
H -0.867 -1.423 0.893  0.28
H 0.712 -0.685 1.428  0.28
H 1.503 -0.525 -0.540  0.28
H 0.119 -0.929 -1.660  0.32

As for the molar mass: 106.13 g mol⁻¹. Its HOMO energy (alpha / beta) is -14.974 / -14.975 eV. As for the charge: +1. The LUMO energy (alpha / beta) comes out at -7.58 / -7.58 eV.

4.
ORCA calculation (wB97M-V/def2-TZVPD) on 2 unconnected molecules or ions with the total composition C2H4NO3.

Last column: natural (NBO) charge in e.
CARTESIAN COORDINATES (ANGSTROEM)
C -2.143 0.226 -0.138  0.21
C 1.335 0.296 0.433  -0.51
N 0.890 -0.775 -0.528  0.39
O 1.293 -1.938 -0.214  -0.61
O -2.332 1.231 0.540  -0.65
O -0.014 -0.457 -1.303  -0.46
H -3.027 -0.286 -0.645  0.01
H 0.657 1.229 0.109  0.22
H 0.896 -0.035 1.442  0.21
H 2.446 0.509 0.305  0.20

As for the molar mass: 90.06 g mol⁻¹. Its HOMO energy (alpha / beta) is -2.438 / -0.884 eV. As for the charge: -1. The LUMO energy (alpha / beta) comes out at 4.26 / 4.28 eV.

Energy relative to the best compared isomer or geometry (same formula, charge and spin) (computed, eV): 2.712, 3.587, 2.734, 7.657